Here is C2H6OSn as an isolated structure at a distorted geometry from OMol25. Energies are from the ωB97M-V functional and the def2-TZVPD basis.

Element x y z (Å)
Sn  -0.28211  -3.28507  1.56485
C  -0.11003  1.27161  0.27209
C  -0.06383  0.04840  -0.59726
O  0.60103  -1.05201  0.12022
H  -0.85256  1.98986  -0.07461
H  0.85573  1.76445  0.35112
H  -0.45153  1.02924  1.28423
H  0.48990  0.28858  -1.50818
H  -1.04541  -0.29075  -0.92898
H  0.85883  -1.76431  -0.48348

Forces on the atoms, in the same order (eV/Å):
0.316 1.434 -0.452
-0.197 -0.116 0.848
-0.794 0.912 -0.777
-0.312 -2.265 1.290
0.110 -0.070 -0.393
0.019 -0.038 -0.060
0.089 -0.089 0.008
0.374 -0.500 0.115
-0.064 -0.014 0.228
0.459 0.745 -0.808

- Largest force on an atom: 2.63 eV/Å
- Charge: +2
- Energy above the lowest of the compared OMol25 structures with the same formula, charge and spin: 29.71 kcal per mole
- E: -368.52632 a.u.
- HOMO-LUMO gap: 0.22203 Eh

And the Löwdin charges, in e, turn out to be: 1.887 -0.054 -0.229 -0.216 0.107 0.098 0.084 0.144 0.124 0.057

Here is one molecule with the formula C2H6S at a distorted geometry from OMol25. Energies are from the ωB97M-V functional and the def2-TZVPD basis.

Element x y z (Å)
C  -0.30240  -1.08085  -0.26257
C  -0.12090  0.53788  -0.42215
S  0.80263  1.89389  0.83795
H  -1.06330  -1.35615  -0.94569
H  -0.42004  -1.42346  0.76396
H  0.65934  -1.48871  -0.47491
H  -1.01765  0.90202  0.02546
H  0.16983  0.97546  -1.32112
H  1.29249  1.03991  1.79907

Forces on the atoms, in the same order (eV/Å):
2.672 2.978 0.753
-0.741 -0.812 4.245
0.268 -2.420 -0.331
-0.681 -0.471 -0.477
-0.819 0.504 0.044
0.554 -0.760 -0.899
-1.145 0.382 -1.040
0.170 0.084 -1.654
-0.278 0.514 -0.642

- Largest force on an atom: 4.39 eV/Å
- SMILES: CCS
- Charge: 0
- Energy above the lowest of the compared OMol25 structures with the same formula, charge and spin: 33.12 kcal per mole
- E: -477.92337 a.u.
- HOMO-LUMO gap: 0.36257 Eh

And the Löwdin charges, in e, turn out to be: -0.096 -0.389 0.529 0.050 0.064 0.040 -0.015 0.006 -0.190

Here is one molecule with the formula C2H6S at a distorted geometry from OMol25. Energies are from the ωB97M-V functional and the def2-TZVPD basis.

Element x y z (Å)
C  0.69743  -0.10887  -1.19721
S  1.04597  -0.45185  0.61896
C  -0.60005  0.09169  1.23186
H  0.82042  -1.06906  -1.81064
H  1.37020  0.67907  -1.46414
H  -0.35957  0.21468  -1.42882
H  -0.43408  1.11501  1.54529
H  -1.50682  0.12478  0.57311
H  -1.03351  -0.59546  1.93160

Forces on the atoms, in the same order (eV/Å):
-0.829 -1.620 -0.275
-1.832 0.020 -1.475
-0.705 0.336 -0.700
0.271 1.474 0.877
0.384 0.200 -0.615
1.151 -0.228 0.797
-0.427 -0.059 0.735
1.407 -0.036 -0.594
0.580 -0.088 1.250

- Largest force on an atom: 2.35 eV/Å
- SMILES: CSC
- Charge: 0
- Energy above the lowest of the compared OMol25 structures with the same formula, charge and spin: 16.03 kcal per mole
- E: -477.95059 a.u.
- HOMO-LUMO gap: 0.35683 Eh

And the Löwdin charges, in e, turn out to be: -0.407 0.698 -0.449 0.046 -0.005 0.043 0.015 0.049 0.010

Here is one molecule with the formula C2H6S at a distorted geometry from OMol25. Energies are from the ωB97M-V functional and the def2-TZVPD basis.

Element x y z (Å)
C  1.07556  0.47633  -1.05906
S  0.17142  0.16936  0.58505
C  -1.26763  -0.71584  0.00720
H  0.60011  0.08507  -1.96068
H  1.96976  -0.12447  -0.98118
H  1.22124  1.54593  -1.02554
H  -1.63463  -0.18702  -0.87928
H  -1.07154  -1.72662  -0.33902
H  -2.00396  -0.45418  0.76646

Forces on the atoms, in the same order (eV/Å):
-0.407 -0.823 1.543
0.846 0.067 -1.321
-0.301 1.305 -0.912
-0.613 0.430 0.331
0.600 0.404 0.043
0.367 0.053 -0.602
0.019 0.019 0.043
-0.285 -0.299 0.806
-0.227 -1.156 0.068

- Largest force on an atom: 1.79 eV/Å
- SMILES: CSC
- Charge: 0
- Energy above the lowest of the compared OMol25 structures with the same formula, charge and spin: 11.43 kcal per mole
- E: -477.95792 a.u.
- HOMO-LUMO gap: 0.35368 Eh

And the Löwdin charges, in e, turn out to be: -0.360 0.704 -0.480 0.036 0.007 0.010 0.026 0.034 0.022